Below is a cluster of 12 separate species, C67H157N9O15 in total, with properties calculated with ωB97M-V/def2-TZVPD.

Last columns: bonded neighbours and bond lengths (Å).
Element x y z (Å)
1 C -16.80 -24.60 13.98  C2 1.482, H12 1.090, H13 1.099, H14 1.052
2 C -16.36 -23.31 14.56  C1 1.482, C3 1.497, C4 1.521, N10 1.452
3 C -17.42 -22.28 14.38  C2 1.497, H15 1.103, H16 1.110, H17 1.107
4 C -16.20 -23.62 16.05  C2 1.521, C5 1.563, H18 1.089, H19 1.101
5 C -15.43 -22.56 16.90  C4 1.563, C6 1.523, H20 1.049, H21 1.084
6 C -14.10 -22.36 16.19  C5 1.523, C7 1.576, H22 1.108, H23 1.094
7 C -14.21 -21.94 14.68  C6 1.576, C8 1.547, C9 1.503, N10 1.509
8 C -14.62 -20.45 14.74  C7 1.547, H24 1.085, H25 1.078, H26 1.075
9 C -12.83 -22.27 14.18  C7 1.503, H27 1.124, H28 1.109, H29 1.046
10 N -15.05 -23.00 14.01  C2 1.452, C7 1.509, O11 1.455
11 O -15.32 -22.40 12.71  N10 1.455, H30 0.948
12 H -17.73 -25.01 14.38  C1 1.090
13 H -17.02 -24.46 12.91  C1 1.099
14 H -16.06 -25.34 14.04  C1 1.052
15 H -17.58 -21.92 13.35  C3 1.103
16 H -18.36 -22.67 14.83  C3 1.110
17 H -17.22 -21.41 15.03  C3 1.107
18 H -17.23 -23.90 16.29  C4 1.089
19 H -15.60 -24.54 16.07  C4 1.101
20 H -15.91 -21.63 16.97  C5 1.049
21 H -15.31 -23.02 17.88  C5 1.084
22 H -13.61 -23.36 16.23  C6 1.108
23 H -13.41 -21.65 16.66  C6 1.094
24 H -13.71 -19.87 14.73  C8 1.085
25 H -15.14 -20.23 15.66  C8 1.078
26 H -15.12 -20.20 13.82  C8 1.075
27 H -12.20 -21.43 14.58  C9 1.124
28 H -12.75 -22.20 13.07  C9 1.109
29 H -12.42 -23.16 14.56  C9 1.046
30 H -14.74 -22.83 12.10  O11 0.948
31 C -22.42 -20.74 10.52  C32 1.507, H42 1.054, H43 1.159, H44 1.080
32 C -22.03 -21.94 9.70  C31 1.507, C33 1.594, C34 1.565, N40 1.505
33 C -23.03 -22.16 8.48  C32 1.594, H45 1.069, H46 1.130, H47 1.042
34 C -20.63 -21.70 9.03  C32 1.565, C35 1.541, H48 1.087, H49 1.085
35 C -19.47 -21.86 10.02  C34 1.541, C36 1.526, H50 1.079, H51 1.082
36 C -19.69 -23.17 10.78  C35 1.526, C37 1.540, H52 1.113, H53 1.096
37 C -20.98 -23.30 11.60  C36 1.540, C38 1.543, C39 1.518, N40 1.518
38 C -21.02 -24.72 12.21  C37 1.543, H54 1.081, H55 1.066, H56 1.052
39 C -21.22 -22.35 12.75  C37 1.518, H57 1.071, H58 1.029, H59 1.133
40 N -22.04 -23.21 10.51  C32 1.505, C37 1.518, O41 1.492
41 O -23.40 -23.29 11.11  N40 1.492, H60 0.939
42 H -22.91 -19.99 9.96  C31 1.054
43 H -23.14 -21.06 11.37  C31 1.159
44 H -21.62 -20.20 11.01  C31 1.080
45 H -24.03 -22.22 8.86  C33 1.069
46 H -22.90 -21.32 7.74  C33 1.130
47 H -22.69 -23.03 8.03  C33 1.042
48 H -20.49 -22.52 8.34  C34 1.087
49 H -20.65 -20.74 8.51  C34 1.085
50 H -18.52 -22.00 9.51  C35 1.079
51 H -19.20 -21.04 10.67  C35 1.082
52 H -18.81 -23.26 11.45  C36 1.113
53 H -19.55 -24.02 10.10  C36 1.096
54 H -20.12 -24.80 12.80  C38 1.081
55 H -20.93 -25.43 11.42  C38 1.066
56 H -21.86 -24.99 12.79  C38 1.052
57 H -20.66 -22.82 13.53  C39 1.071
58 H -22.22 -22.22 12.94  C39 1.029
59 H -20.80 -21.30 12.59  C39 1.133
60 H -23.71 -24.12 10.79  O41 0.939
61 C -20.70 -22.83 18.70  C62 1.547, H72 1.066, H73 1.149, H74 1.087
62 C -20.13 -21.65 19.52  C61 1.547, C63 1.530, C64 1.543, N70 1.445
63 C -19.82 -22.13 20.93  C62 1.530, H75 1.139, H76 1.092, H77 1.110
64 C -18.85 -21.09 18.86  C62 1.543, C65 1.561, H78 1.130, H79 1.094
65 C -19.08 -20.19 17.61  C64 1.561, C66 1.510, H80 1.119, H81 1.136
66 C -20.07 -19.13 18.03  C65 1.510, C67 1.484, H82 1.076, H83 1.119
67 C -21.37 -19.61 18.54  C66 1.484, C68 1.551, C69 1.558, N70 1.506
68 C -22.18 -18.37 19.02  C67 1.551, H84 1.112, H85 1.117, H86 1.094
69 C -22.15 -20.33 17.40  C67 1.558, H87 1.086, H88 1.097, H89 1.063
70 N -21.06 -20.56 19.66  C62 1.445, C67 1.506, O71 1.460
71 O -22.32 -20.97 20.29  N70 1.460, H90 0.965
72 H -20.54 -22.64 17.66  C61 1.066
73 H -20.17 -23.79 19.03  C61 1.149
74 H -21.76 -23.00 18.89  C61 1.087
75 H -19.82 -21.19 21.58  C63 1.139
76 H -20.65 -22.75 21.29  C63 1.092
77 H -18.81 -22.59 20.96  C63 1.110
78 H -18.35 -20.32 19.52  C64 1.130
79 H -18.24 -21.94 18.51  C64 1.094
80 H -18.11 -19.71 17.34  C65 1.119
81 H -19.55 -20.67 16.69  C65 1.136
82 H -20.33 -18.46 17.23  C66 1.076
83 H -19.58 -18.49 18.81  C66 1.119
84 H -21.74 -17.83 19.88  C68 1.112
85 H -23.14 -18.78 19.41  C68 1.117
86 H -22.41 -17.70 18.18  C68 1.094
87 H -22.40 -19.59 16.64  C69 1.086
88 H -23.10 -20.78 17.72  C69 1.097
89 H -21.57 -21.10 16.95  C69 1.063
90 H -22.64 -21.58 19.62  O71 0.965
91 C -17.61 -19.19 8.20  C92 1.525, H102 1.069, H103 1.113, H104 1.045
92 C -17.89 -19.06 6.70  C91 1.525, C93 1.540, C94 1.571, N100 1.405
93 C -16.76 -18.23 6.06  C92 1.540, H105 1.090, H106 1.073, H107 1.097
94 C -17.86 -20.55 6.21  C92 1.571, C95 1.558, H108 1.075, H109 1.121
95 C -18.54 -20.83 4.83  C94 1.558, C96 1.496, H110 1.084, H111 1.092
96 C -19.91 -20.23 4.86  C95 1.496, C97 1.556, H112 1.100, H113 1.068
97 C -19.92 -18.71 5.18  C96 1.556, C98 1.560, C99 1.515, N100 1.482
98 C -19.38 -17.88 3.97  C97 1.560, H114 1.082, H115 1.089, H116 1.101
99 C -21.36 -18.28 5.35  C97 1.515, H117 1.040, H118 1.072, H119 1.082
100 N -19.19 -18.56 6.46  C92 1.405, C97 1.482, O101 1.458
101 O -19.16 -17.17 6.87  N100 1.458, H120 0.971
102 H -17.32 -18.28 8.69  C91 1.069
103 H -18.46 -19.58 8.80  C91 1.113
104 H -16.89 -19.92 8.38  C91 1.045
105 H -16.75 -18.32 4.98  C93 1.090
106 H -16.88 -17.18 6.25  C93 1.073
107 H -15.74 -18.47 6.36  C93 1.097
108 H -16.85 -20.92 6.18  C94 1.075
109 H -18.37 -21.19 6.97  C94 1.121
110 H -17.95 -20.51 3.98  C95 1.084
111 H -18.54 -21.92 4.76  C95 1.092
112 H -20.53 -20.60 5.69  C96 1.100
113 H -20.39 -20.38 3.92  C96 1.068
114 H -20.20 -17.75 3.28  C98 1.082
115 H -18.52 -18.36 3.51  C98 1.089
116 H -19.16 -16.85 4.30  C98 1.101
117 H -21.44 -17.24 5.42  C99 1.040
118 H -21.86 -18.70 6.20  C99 1.072
119 H -21.99 -18.52 4.50  C99 1.082
120 H -19.89 -17.20 7.51  O101 0.971
121 C -15.41 -15.47 18.91  C122 1.479, H132 1.152, H133 1.089, H134 1.090
122 C -15.88 -16.74 18.32  C121 1.479, C123 1.534, C124 1.541, N130 1.490
123 C -17.27 -16.46 17.73  C122 1.534, H135 1.109, H136 1.100, H137 1.079
124 C -14.96 -17.19 17.16  C122 1.541, C125 1.547, H138 1.089, H139 1.136
125 C -13.67 -17.85 17.69  C124 1.547, C126 1.562, H140 1.114, H141 1.085
126 C -14.01 -18.98 18.72  C125 1.562, C127 1.540, H142 1.061, H143 1.140
127 C -14.94 -18.48 19.84  C126 1.540, C128 1.550, C129 1.527, N130 1.428
128 C -15.51 -19.70 20.61  C127 1.550, H144 1.089, H145 1.112, H146 1.107
129 C -14.20 -17.56 20.80  C127 1.527, H147 1.127, H148 1.076, H149 1.073
130 N -16.10 -17.85 19.28  C122 1.490, C127 1.428, O131 1.457
131 O -17.06 -17.44 20.30  N130 1.457, H150 0.969
132 H -15.40 -14.54 18.23  C121 1.152
133 H -16.05 -15.12 19.71  C121 1.089
134 H -14.39 -15.46 19.30  C121 1.090
135 H -17.96 -15.95 18.42  C123 1.109
136 H -17.14 -15.84 16.82  C123 1.100
137 H -17.75 -17.39 17.49  C123 1.079
138 H -15.58 -17.89 16.60  C124 1.089
139 H -14.73 -16.24 16.60  C124 1.136
140 H -13.13 -18.39 16.88  C125 1.114
141 H -12.96 -17.15 18.13  C125 1.085
142 H -13.16 -19.41 19.19  C126 1.061
143 H -14.56 -19.83 18.20  C126 1.140
144 H -16.01 -20.39 19.92  C128 1.089
145 H -16.25 -19.40 21.37  C128 1.112
146 H -14.72 -20.28 21.13  C128 1.107
147 H -13.54 -16.88 20.20  C129 1.127
148 H -13.53 -18.01 21.51  C129 1.076
149 H -14.96 -17.02 21.32  C129 1.073
150 H -16.73 -16.67 20.77  O131 0.969
151 C -25.36 -19.75 13.77  O152 1.435, H157 1.113, H158 1.088, H159 1.111
152 O -25.12 -18.34 13.92  C151 1.435, C153 1.399
153 C -23.79 -17.99 14.18  O152 1.399, C154 1.506, H160 1.106, H161 1.116
154 C -23.64 -16.54 14.55  C153 1.506, C155 1.568, N156 1.405, H162 1.073
155 C -23.77 -15.60 13.30  C154 1.568, H163 1.114, H164 1.057, H165 1.045
156 N -22.39 -16.35 15.18  C154 1.405, H166 1.026, H167 1.034
157 H -26.47 -19.87 13.77  C151 1.113
158 H -24.86 -20.33 14.54  C151 1.088
159 H -24.94 -20.07 12.79  C151 1.111
160 H -23.30 -18.69 14.88  C153 1.106
161 H -23.30 -18.22 13.20  C153 1.116
162 H -24.40 -16.34 15.28  C154 1.073
163 H -24.74 -15.84 12.81  C155 1.114
164 H -23.07 -15.90 12.56  C155 1.057
165 H -23.66 -14.60 13.58  C155 1.045
166 H -21.64 -16.56 14.51  N156 1.026
167 H -22.22 -15.36 15.40  N156 1.034
168 C -20.92 -13.64 12.05  O169 1.470, H174 1.142, H175 1.079, H176 1.073
169 O -20.11 -12.99 11.01  C168 1.470, C170 1.439
170 C -18.72 -12.93 11.36  O169 1.439, C171 1.571, H177 1.121, H178 1.105
171 C -17.89 -12.13 10.30  C170 1.571, C172 1.575, N173 1.496, H179 1.091
172 C -18.26 -12.66 8.86  C171 1.575, H180 1.118, H181 1.124, H182 1.095
173 N -16.41 -12.18 10.54  C171 1.496, H183 0.982, H184 1.009
174 H -21.85 -13.94 11.46  C168 1.142
175 H -21.20 -13.00 12.88  C168 1.079
176 H -20.36 -14.49 12.37  C168 1.073
177 H -18.62 -12.40 12.35  C170 1.121
178 H -18.27 -13.94 11.46  C170 1.105
179 H -18.33 -11.14 10.42  C171 1.091
180 H -17.63 -12.02 8.21  C172 1.118
181 H -19.37 -12.57 8.72  C172 1.124
182 H -17.96 -13.70 8.74  C172 1.095
183 H -15.86 -11.71 9.87  N173 0.982
184 H -16.10 -12.05 11.49  N173 1.009
185 C -12.43 -17.17 14.08  O186 1.394, H191 1.126, H192 1.105, H193 1.090
186 O -11.62 -18.26 14.42  C185 1.394, C187 1.354
187 C -10.42 -17.92 14.94  O186 1.354, C188 1.634, H194 1.114, H195 1.054
188 C -9.60 -19.27 15.37  C187 1.634, C189 1.564, N190 1.426, H196 1.109
189 C -10.34 -19.90 16.60  C188 1.564, H197 1.129, H198 1.102, H199 1.073
190 N -8.24 -19.05 15.73  C188 1.426, H200 0.983, H201 1.036
191 H -12.42 -16.48 14.97  C185 1.126
192 H -13.48 -17.48 13.93  C185 1.105
193 H -12.07 -16.65 13.19  C185 1.090
194 H -9.76 -17.40 14.21  C187 1.114
195 H -10.37 -17.34 15.82  C187 1.054
196 H -9.80 -19.96 14.52  C188 1.109
197 H -9.98 -19.30 17.48  C189 1.129
198 H -10.05 -20.96 16.68  C189 1.102
199 H -11.41 -19.99 16.62  C189 1.073
200 H -7.88 -19.66 16.42  N190 0.983
201 H -7.65 -19.03 14.88  N190 1.036
202 C -12.68 -13.34 11.77  O203 1.409, H208 1.113, H209 1.093, H210 1.066
203 O -13.70 -14.30 11.65  C202 1.409, C204 1.428
204 C -13.37 -15.40 10.81  O203 1.428, C205 1.532, H211 1.131, H212 1.125
205 C -14.59 -16.31 10.62  C204 1.532, C206 1.514, N207 1.467, H213 1.116
206 C -14.31 -17.62 9.91  C205 1.514, H214 1.081, H215 1.083, H216 1.096
207 N -15.80 -15.66 10.11  C205 1.467, H217 1.005, H218 1.034
208 H -12.29 -13.07 10.76  C202 1.113
209 H -11.92 -13.82 12.39  C202 1.093
210 H -13.11 -12.50 12.26  C202 1.066
211 H -12.99 -15.00 9.82  C204 1.131
212 H -12.53 -16.05 11.17  C204 1.125
213 H -14.83 -16.62 11.67  C205 1.116
214 H -14.18 -17.39 8.86  C206 1.081
215 H -15.02 -18.44 9.87  C206 1.083
216 H -13.36 -18.01 10.29  C206 1.096
217 H -15.76 -15.76 9.11  N207 1.005
218 H -15.81 -14.64 10.28  N207 1.034
219 O -17.53 -17.72 13.22  C220 1.402, H223 0.982
220 C -18.26 -18.82 13.69  O219 1.402, C221 1.531, H224 1.108, H225 1.066
221 C -19.59 -18.40 14.32  C220 1.531, O222 1.461, H226 1.095, H227 1.115
222 O -20.16 -17.25 13.62  C221 1.461, H228 0.989
223 H -18.03 -17.25 12.52  O219 0.982
224 H -18.42 -19.49 12.82  C220 1.108
225 H -17.71 -19.33 14.45  C220 1.066
226 H -19.47 -18.03 15.35  C221 1.095
227 H -20.25 -19.28 14.47  C221 1.115
228 H -19.43 -16.61 13.81  O222 0.989
229 O -21.22 -17.29 9.21  C230 1.380, H233 0.946
230 C -20.31 -17.36 10.25  O229 1.380, C231 1.526, H234 1.150, H235 1.086
231 C -19.35 -16.19 10.07  C230 1.526, O232 1.409, H236 1.123, H237 1.133
232 O -18.30 -16.39 10.98  C231 1.409, H238 1.044
233 H -22.03 -17.77 9.28  O229 0.946
234 H -20.86 -17.28 11.26  C230 1.150
235 H -19.71 -18.26 10.14  C230 1.086
236 H -19.88 -15.21 10.21  C231 1.123
237 H -18.98 -16.14 9.00  C231 1.133
238 H -17.37 -16.20 10.54  O232 1.044
239 O -16.63 -12.09 14.60  C240 1.429, H243 1.000
240 C -16.84 -13.41 15.10  O239 1.429, C241 1.511, H244 1.061, H245 1.086
241 C -16.31 -14.55 14.27  C240 1.511, O242 1.433, H246 1.102, H247 1.090
242 O -14.88 -14.49 14.34  C241 1.433, H248 0.983
243 H -15.68 -11.86 14.80  O239 1.000
244 H -16.61 -13.55 16.13  C240 1.061
245 H -17.92 -13.51 15.09  C240 1.086
246 H -16.49 -14.53 13.19  C241 1.102
247 H -16.70 -15.48 14.71  C241 1.090
248 H -14.50 -14.64 13.45  O242 0.983

The value obtained for the HOMO energy is -8.19 eV. Its SMILES is CC1(C)CCCC(C)(C)N1O.CC1(C)CCCC(C)(C)N1O.CC1(C)CCCC(C)(C)N1O.CC1(C)CCCC(C)(C)N1O.CC1(C)CCCC(C)(C)N1O.COC[C@H](C)N.COC[C@H](C)N.COC[C@H](C)N.COC[C@H](C)N.OCCO.OCCO.OCCO. Its total energy is -116136.914 eV. Its multiplicity is 1. The LUMO energy comes out at 0.38 eV.